1.
The following is a quantum chemistry calculation of a cluster of 2 separate species, C3H13N2OSi in total at a distorted geometry, from OMol25.

```
20
Properties=species:S:1:pos:R:3:lowdin_charge:R:1
H -2.177 -2.659 0.847 0.069
C 1.608 -1.590 1.126 -0.190
H 0.124 1.522 1.161 0.054
C -1.237 -2.458 0.207 -0.198
H 0.883 2.922 0.627 0.168
H 1.581 -1.836 2.199 0.041
H 0.536 3.195 -1.896 0.085
H 0.659 -0.495 -1.550 0.073
O 0.387 0.033 -0.787 -0.264
N -0.269 2.705 -1.779 0.204
H -1.581 1.684 -0.418 0.166
H -0.616 -3.380 0.220 0.036
H -1.023 2.862 -2.485 0.164
H 1.683 -2.439 0.473 0.011
N 0.078 2.285 0.491 0.152
H -1.621 -2.611 -0.780 0.009
C -0.608 2.170 -0.585 -0.228
Si -0.096 -0.972 0.579 0.564
H 2.444 -0.913 0.740 0.062
H -0.755 -0.025 1.611 0.020
```

Summary:
**Lowest unoccupied orbital energy**: -3.310 eV
**E_tot**: -16221.5327 eV
**Orbital gap**: 10.6280 eV
**Spin multiplicity**: 1
**HOMO energy**: -13.94 eV
**Net charge**: +1
**M**: 121.236 Da

---

2.
The following is a quantum chemistry calculation of a cluster of 2 separate species, C4H12S in total at a distorted geometry, from OMol25.

```
17
Properties=species:S:1:pos:R:3:lowdin_charge:R:1
H 1.846 -0.935 1.285 0.031
H 1.616 2.056 3.335 0.020
H -0.872 0.172 -0.891 0.032
C 1.863 1.187 2.725 -0.444
H 2.615 1.445 1.983 0.034
H -1.588 1.274 -2.869 0.059
H 2.256 0.392 3.351 0.033
H -0.280 -1.057 -2.022 0.062
H -2.922 0.114 -2.772 0.059
C -1.845 0.218 -2.881 -0.154
S 0.254 0.743 2.007 0.725
H 0.330 -1.015 0.348 -0.018
H 0.384 -1.758 1.854 0.037
C 0.768 -0.875 1.332 -0.416
H -1.758 -1.292 -1.247 0.066
H -1.505 -0.174 -3.836 0.059
C -1.161 -0.494 -1.701 -0.183
```

Summary:
**Lowest unoccupied orbital energy**: 1.059 eV
**E_tot**: -15177.3658 eV
**SMILES string**: CSC.CC
**Orbital gap**: 9.5932 eV
**Spin multiplicity**: 1
**HOMO energy**: -8.53 eV
**Net charge**: 0
**M**: 92.207 Da

---

3.
The following is a quantum chemistry calculation of the molecule C20H29N3O4S at a distorted geometry, from OMol25.

```
57
Properties=species:S:1:pos:R:3:lowdin_charge:R:1
H -3.595 0.147 1.768 0.109
C -2.880 -0.156 -0.749 -0.192
C 0.146 3.503 2.848 -0.055
N -2.983 -1.154 0.293 -0.183
H -5.880 -0.694 2.078 0.107
H -2.006 -2.743 -0.580 0.117
C 1.343 1.607 -0.010 -0.194
H 1.096 3.647 3.368 0.103
C 3.149 -1.641 0.312 -0.217
C 2.169 -0.104 1.978 0.014
H -5.644 -0.061 0.453 0.102
H 5.641 -3.908 -1.988 0.083
C -5.870 -2.194 0.534 -0.203
H -0.364 4.462 2.761 0.099
C 4.833 -4.376 -1.429 -0.028
H -3.745 -2.744 -2.153 0.099
H -2.274 1.501 0.506 0.111
H 1.297 1.261 3.355 0.110
H -6.182 -3.016 -1.430 0.105
O 1.515 4.005 -1.065 -0.268
C 1.490 1.051 2.315 0.013
H 5.228 -5.199 -0.843 0.079
H 2.497 -0.777 2.754 0.124
H -0.980 3.516 -0.337 0.101
H 4.103 -4.756 -2.142 0.083
H -1.172 1.408 -2.348 0.115
C 2.441 -0.423 0.647 -0.135
N -0.761 3.014 -1.183 -0.125
O 3.525 -2.477 1.301 0.004
O 0.346 3.058 1.523 -0.106
C -4.068 -2.981 -1.137 -0.182
H -3.848 0.304 -0.995 0.118
H -2.506 -0.641 -1.652 0.128
S 0.869 2.754 -1.315 0.655
C -1.644 1.919 -1.506 -0.235
H -0.482 2.806 3.413 0.099
C -2.985 -2.532 -0.134 -0.198
C 4.197 -3.384 -0.529 -0.349
H 2.205 0.279 -1.393 0.119
H -3.634 -1.563 2.193 0.120
C 1.058 1.926 1.319 -0.267
H -4.136 -4.069 -1.067 0.107
H -5.506 -1.398 -1.420 0.100
C 2.020 0.461 -0.348 0.016
H -0.952 0.474 -0.055 0.108
H -2.597 2.340 -1.845 0.126
H -5.509 -3.034 1.131 0.113
C -1.889 0.946 -0.353 -0.158
C 3.554 -2.173 -0.887 0.049
H -6.962 -2.199 0.590 0.106
N 4.167 -3.542 0.769 0.100
C -3.860 -0.847 1.397 -0.195
O 1.100 2.093 -2.565 -0.286
C -5.458 -2.371 -0.928 -0.204
H -3.063 -3.138 0.771 0.114
H 3.422 -1.773 -1.869 0.114
C -5.373 -0.877 1.128 -0.187
```

Summary:
**Lowest unoccupied orbital energy**: 0.337 eV
**E_tot**: -44704.2902 eV
**SMILES string**: COc1ccc(-c2cc(C)no2)cc1S(=O)(=O)NCCCN1CCCCCC1
**Orbital gap**: 8.4939 eV
**Spin multiplicity**: 1
**HOMO energy**: -8.16 eV
**Net charge**: 0
**M**: 407.536 Da

---

4.
The following is a quantum chemistry calculation of a structure of composition C25H36BrCaCl3F7NO11PS at a distorted geometry, from OMol25.

```
87
Properties=species:S:1:pos:R:3:lowdin_charge:R:1
H -1.177 0.071 -4.157 0.095
Cl 4.861 5.817 4.707 0.401
Ca -1.495 7.109 -0.594 0.826
C -1.399 0.919 -3.406 -0.037
H 4.231 -5.459 0.110 0.078
F 1.932 0.405 -1.082 0.014
O -4.359 0.496 1.777 -0.281
H 1.312 -1.947 -1.108 0.088
S -3.304 1.447 1.236 0.794
C 1.367 0.739 0.243 -0.177
O -3.990 2.820 1.437 -0.317
C -1.125 1.375 -0.660 -0.226
C -2.023 5.008 -1.869 -0.185
C 3.321 -5.640 -0.469 -0.060
O -1.959 1.614 2.130 -0.300
O -1.531 -5.320 -2.422 0.167
C 3.279 -4.767 -1.714 -0.500
O 0.334 4.986 -1.209 -0.214
H -3.489 8.220 2.662 0.027
C -0.585 -1.053 4.051 0.118
C -2.754 1.130 -0.513 -0.430
H 5.831 3.920 3.613 -0.286
H 2.066 -5.950 -2.689 0.090
O -0.914 -7.202 -2.942 0.173
H 0.363 1.629 -2.442 0.145
O -4.618 -1.143 -0.692 -0.405
C 3.837 0.980 1.400 -0.264
H -0.078 -1.709 4.864 0.085
H -2.604 -1.205 1.131 0.078
H -2.403 5.445 -0.842 -0.064
C -0.912 -6.337 -2.038 -0.984
H -2.846 4.494 -2.483 0.092
H -0.137 -2.953 -1.186 0.091
P -3.504 -0.367 -1.408 0.792
H -1.531 -4.012 0.041 0.103
O -0.379 -6.466 -0.936 0.123
H -1.914 3.490 0.098 0.112
C 4.468 -5.041 -2.622 -0.067
H 3.274 -3.712 -1.423 0.127
H 4.732 3.469 4.983 0.016
H -0.213 3.294 0.372 0.097
C -0.680 -0.102 3.126 -0.123
Cl 6.913 3.997 5.732 0.362
O -5.973 1.801 -1.241 0.143
F 2.170 -0.376 2.484 0.062
F 4.709 0.039 2.107 0.052
H -2.883 -3.025 -0.828 0.072
H 1.167 4.517 -1.505 0.122
H 5.412 -4.842 -2.107 0.079
H -2.259 1.645 -3.724 0.080
C -0.702 1.209 -2.183 -0.131
C -2.323 -3.161 0.150 -0.263
H -3.987 -0.106 -2.762 0.058
F 4.529 1.261 0.187 0.098
C -0.719 0.998 1.907 -0.611
H 2.454 -5.442 0.168 0.079
H -2.829 -4.473 1.946 0.082
O 2.071 -5.017 -2.427 -0.061
N -3.445 2.219 -1.362 0.053
C -3.421 -3.794 1.205 -0.113
H 0.417 -1.530 1.048 0.147
H -0.160 -1.357 -2.059 0.063
O -3.878 8.548 1.840 -0.148
H -1.587 5.913 -2.480 0.010
H -4.282 9.389 2.091 0.033
C -4.741 2.067 -1.392 -0.197
C 0.146 -1.835 -1.069 -0.056
Br 0.485 2.354 2.867 0.911
C -0.399 -1.139 0.285 -0.214
F 1.811 2.144 0.132 -0.031
C -1.704 -1.869 0.872 -0.196
H -4.180 -4.457 0.626 0.085
C -0.723 4.002 -1.630 -0.334
H -3.967 -2.960 1.778 0.076
C 2.456 0.097 1.184 -0.189
C 5.511 4.164 4.661 -1.239
H 3.281 -6.702 -0.735 0.084
C -0.226 0.497 0.440 -0.122
H -0.397 3.720 -2.672 0.141
H 4.468 -6.081 -2.963 0.080
F 3.679 2.073 2.298 0.062
H 4.419 -4.415 -3.518 0.078
C -0.997 3.003 -0.449 -0.111
Cl 7.106 3.112 3.358 -0.084
F 3.017 -1.099 0.523 0.029
H -1.472 -2.372 1.910 0.115
H -2.354 -1.206 -1.737 0.031
```

Summary:
**Lowest unoccupied orbital energy**: -2.547 eV
**E_tot**: -215690.4576 eV
**Orbital gap**: 1.0418 eV
**Spin multiplicity**: 1
**HOMO energy**: -3.59 eV
**Net charge**: -1
**M**: 948.927 Da

---

5.
The following is a quantum chemistry calculation of the ion C5H14N3 with charge +1 at a distorted geometry, from OMol25.

```
22
Properties=species:S:1:pos:R:3:lowdin_charge:R:1
N -0.294 -1.007 -0.509 -0.160
C 0.492 -2.180 -0.365 -0.028
H -0.441 1.888 -2.169 0.117
H -0.020 -2.938 -1.012 0.125
H 1.847 1.914 1.102 0.057
H 1.623 1.084 2.653 0.088
H -2.082 -1.842 0.098 0.129
H 1.471 -1.973 -0.692 0.097
H 0.292 -2.481 0.686 0.119
H -2.004 2.095 -1.353 0.070
C 2.081 1.095 1.681 0.051
H 3.067 0.695 1.741 0.087
N -0.565 1.284 -0.020 0.009
H -2.319 -0.454 -0.932 0.084
H 1.404 -0.955 1.500 0.170
H -0.709 3.067 -0.949 0.093
C -1.635 -1.249 -0.743 -0.067
H -1.948 -1.882 -1.578 0.112
C -0.954 2.019 -1.184 -0.095
H -0.700 1.787 0.878 0.159
N 1.229 -0.022 0.998 0.053
C 0.165 0.054 0.167 -0.269
```

Summary:
**Lowest unoccupied orbital energy**: -2.807 eV
**E_tot**: -9874.6536 eV
**SMILES string**: CN/C(=[NH+]/C)N(C)C
**Orbital gap**: 10.8164 eV
**Spin multiplicity**: 1
**HOMO energy**: -13.62 eV
**Net charge**: +1
**M**: 116.188 Da

---

6.
The following is a quantum chemistry calculation of a structure of composition C3H5NO2 at a distorted geometry, from OMol25.

```
11
Properties=species:S:1:pos:R:3:lowdin_charge:R:1
N 2.234 -0.834 -1.652 0.172
H 0.836 0.889 1.104 0.179
H 0.153 -1.312 0.667 0.162
H -0.278 1.077 1.551 0.149
C -0.044 0.780 0.264 -0.297
C 0.046 -0.661 -0.218 -0.378
O -1.240 0.987 0.963 -0.099
O -1.099 -0.968 -0.955 0.013
H 0.200 1.561 -0.451 0.142
C 1.251 -0.796 -1.046 -0.148
H -1.829 -0.584 -0.437 0.104
```

Summary:
**Lowest unoccupied orbital energy**: 0.200 eV
**E_tot**: -8773.5247 eV
**Orbital gap**: 11.2081 eV
**Spin multiplicity**: 1
**HOMO energy**: -11.01 eV
**Net charge**: 0
**M**: 87.078 Da